one | ORCA calculation (ωB97M-V/def2-TZVPD) on C17H21N3O3S in the gas phase.

The HOMO-LUMO gap is 9.48 eV. For the HOMO energy, the calculation gives -0.3299 hartree. Its structure (SMILES) is CCCCC(=O)Nc1c2c(nn1-c1ccc(C)cc1)CS(=O)(=O)C2.

Positions of all 45 atoms, in Å:
1 C 3.09 1.98 2.66
2 C 2.02 1.49 1.69
3 C 2.18 2.12 0.31
4 C 1.12 1.62 -0.67
5 C -0.24 2.21 -0.36
6 O -0.41 3.28 0.18
7 N -1.32 1.49 -0.78
8 C -1.34 0.25 -1.42
9 C -1.65 -0.07 -2.72
10 C -1.47 -1.47 -2.80
11 N -1.06 -1.96 -1.64
12 N -0.99 -0.92 -0.80
13 C -0.56 -1.13 0.52
14 C 0.39 -2.11 0.78
15 C 0.83 -2.32 2.07
16 C 0.34 -1.56 3.12
17 C 0.82 -1.80 4.52
18 C -0.63 -0.60 2.86
19 C -1.09 -0.38 1.57
20 C -1.79 -2.14 -4.07
21 S -2.79 -0.82 -4.90
22 O -2.42 -0.70 -6.28
23 O -4.18 -1.02 -4.60
24 C -2.16 0.62 -3.92
25 H 2.96 1.51 3.64
26 H 3.03 3.06 2.78
27 H 4.08 1.72 2.29
28 H 1.03 1.75 2.08
29 H 2.07 0.40 1.60
30 H 2.10 3.20 0.39
31 H 3.17 1.88 -0.09
32 H 1.08 0.53 -0.66
33 H 1.37 1.94 -1.68
34 H -2.21 1.97 -0.71
35 H 0.76 -2.69 -0.05
36 H 1.57 -3.08 2.26
37 H 0.33 -2.68 4.94
38 H 1.90 -1.99 4.53
39 H 0.61 -0.95 5.16
40 H -1.04 -0.02 3.67
41 H -1.85 0.36 1.39
42 H -2.39 -3.04 -3.95
43 H -0.93 -2.33 -4.70
44 H -2.98 1.31 -3.73
45 H -1.39 1.10 -4.52

two | ORCA calculation (ωB97M-V/def2-TZVPD) on C17H21N3O3S in the gas phase.

The HOMO-LUMO gap is 8.66 eV. For the HOMO energy, the calculation gives -0.3017 hartree. Its structure (SMILES) is Cc1ccc(S(=O)(=O)NNC(=O)Nc2cccc(C)c2C)c(C)c1.

Positions of all 45 atoms, in Å:
1 C -5.74 -3.06 0.43
2 C -4.39 -2.51 0.80
3 C -3.63 -3.13 1.79
4 C -2.40 -2.61 2.13
5 C -1.92 -1.47 1.50
6 S -0.28 -1.00 2.02
7 O -0.02 -1.51 3.34
8 O 0.03 0.37 1.77
9 N 0.75 -1.92 1.00
10 N 0.40 -1.96 -0.34
11 C 0.73 -0.90 -1.19
12 O 0.14 -0.79 -2.25
13 N 1.74 -0.13 -0.72
14 C 2.29 1.02 -1.29
15 C 2.17 1.27 -2.65
16 C 2.75 2.40 -3.20
17 C 3.45 3.27 -2.39
18 C 3.57 3.04 -1.02
19 C 4.34 4.02 -0.19
20 C 2.98 1.91 -0.46
21 C 3.06 1.63 1.02
22 C -2.66 -0.82 0.51
23 C -2.19 0.40 -0.21
24 C -3.90 -1.37 0.19
25 H -6.49 -2.70 1.14
26 H -5.74 -4.15 0.48
27 H -6.03 -2.74 -0.56
28 H -4.00 -4.01 2.28
29 H -1.79 -3.05 2.90
30 H 0.93 -2.84 1.39
31 H -0.50 -2.37 -0.58
32 H 2.00 -0.33 0.24
33 H 1.62 0.57 -3.27
34 H 2.66 2.59 -4.26
35 H 3.91 4.15 -2.82
36 H 5.16 3.53 0.34
37 H 3.70 4.50 0.55
38 H 4.77 4.80 -0.82
39 H 3.70 0.77 1.21
40 H 3.46 2.48 1.56
41 H 2.06 1.42 1.42
42 H -1.77 0.13 -1.18
43 H -1.43 0.92 0.36
44 H -3.03 1.07 -0.39
45 H -4.49 -0.89 -0.58

Winner for stability: two

one | ORCA calculation (ωB97M-V/def2-TZVPD) on a molecular structure, C40H41BCdFN13O9.

As for the total charge: +1. Its spin multiplicity is 2. The HOMO-LUMO gap (alpha / beta) is 6.78 / 5.82 eV. For the HOMO energy (alpha / beta), the calculation gives -0.3692 / -0.3691 hartree.

Positions of all 106 atoms, in Å:
1 Cd 0.33 0.20 0.36
2 C -0.34 -3.65 0.01
3 C -0.60 -2.96 1.31
4 C -1.31 -3.47 2.40
5 C -1.28 -2.46 3.34
6 N -0.58 -1.43 2.83
7 N -0.16 -1.74 1.58
8 B -0.33 -0.08 3.55
9 N -1.29 1.00 2.96
10 C -2.02 1.99 3.51
11 C -2.67 2.67 2.50
12 C -2.26 2.05 1.32
13 C -2.66 2.35 -0.08
14 N -1.41 1.06 1.61
15 N 1.12 0.46 3.36
16 C 1.91 0.94 4.33
17 C 3.00 1.54 3.74
18 C 2.80 1.39 2.37
19 C 3.69 1.86 1.26
20 N 1.66 0.75 2.14
21 N -0.59 -0.34 5.03
22 C -1.63 -0.08 5.86
23 C -1.39 -0.69 7.06
24 C -0.15 -1.34 6.88
25 C 0.61 -2.18 7.86
26 N 0.31 -1.14 5.66
27 H -0.43 -4.73 0.13
28 H -1.06 -3.34 -0.75
29 H 0.66 -3.42 -0.36
30 H -1.78 -4.43 2.49
31 H -1.67 -2.42 4.34
32 H -2.03 2.16 4.57
33 H -3.35 3.49 2.61
34 H -3.73 2.59 -0.12
35 H -2.13 3.22 -0.47
36 H -2.47 1.50 -0.74
37 H 1.66 0.80 5.36
38 H 3.84 2.02 4.23
39 H 4.53 2.41 1.68
40 H 4.09 1.01 0.69
41 H 3.17 2.51 0.56
42 H -2.51 0.47 5.54
43 H -2.01 -0.68 7.94
44 H 0.11 -2.20 8.82
45 H 0.71 -3.20 7.50
46 H 1.62 -1.78 8.01
47 F 5.89 -1.73 -2.91
48 C 4.89 -1.05 -3.51
49 C 4.02 -0.33 -2.73
50 C 3.02 0.42 -3.34
51 C 2.09 1.19 -2.52
52 O 2.15 1.20 -1.28
53 C 1.05 1.87 -3.23
54 C 0.99 1.85 -4.58
55 N 1.87 1.16 -5.35
56 C 1.76 1.25 -6.79
57 C 1.36 0.03 -7.57
58 C 0.40 1.16 -7.41
59 C 2.90 0.43 -4.74
60 C 3.79 -0.33 -5.51
61 C 4.78 -1.08 -4.90
62 N 5.61 -1.90 -5.72
63 C 6.15 -3.13 -5.17
64 C 6.39 -4.09 -6.31
65 N 7.37 -3.45 -7.27
66 C 6.86 -2.13 -7.78
67 C 6.55 -1.23 -6.59
68 C 0.02 2.57 -2.41
69 O -0.87 3.26 -2.86
70 O 0.24 2.42 -1.12
71 H 4.11 -0.33 -1.66
72 H 0.22 2.41 -5.10
73 H 2.48 1.92 -7.24
74 H 1.16 -0.87 -7.00
75 H 1.83 -0.13 -8.53
76 H -0.44 1.00 -6.75
77 H 0.20 1.80 -8.26
78 H 3.68 -0.39 -6.58
79 H 5.43 -3.59 -4.50
80 H 7.08 -2.98 -4.61
81 H 5.48 -4.28 -6.87
82 H 6.82 -5.04 -5.98
83 H 7.59 -4.08 -8.04
84 H 8.25 -3.29 -6.76
85 H 5.96 -2.35 -8.34
86 H 7.62 -1.71 -8.44
87 H 6.13 -0.30 -6.97
88 H 7.49 -0.97 -6.07
89 O -0.86 -0.35 -1.70
90 C 0.11 -1.07 -2.02
91 O 1.15 -1.20 -1.32
92 C 0.05 -1.81 -3.33
93 C 1.08 -2.66 -3.71
94 C 0.97 -3.36 -4.90
95 C -0.12 -3.24 -5.74
96 C -1.11 -2.36 -5.35
97 C -1.06 -1.65 -4.16
98 N -2.27 -2.17 -6.25
99 O -3.10 -1.36 -5.92
100 O -2.28 -2.81 -7.28
101 N 2.06 -4.26 -5.30
102 O 1.87 -4.99 -6.25
103 O 3.11 -4.19 -4.69
104 H 1.94 -2.79 -3.06
105 H -0.20 -3.79 -6.66
106 H -1.86 -0.99 -3.87

two | ORCA calculation (ωB97M-V/def2-TZVPD) on a molecular structure, C40H41BCdFN13O9.

As for the total charge: +1. Its spin multiplicity is 2. The HOMO-LUMO gap (alpha / beta) is 6.19 / 3.48 eV. For the HOMO energy (alpha / beta), the calculation gives -0.3617 / -0.3617 hartree.

Positions of all 106 atoms, in Å:
1 Cd 1.28 -1.47 -0.77
2 C 0.87 1.83 -2.97
3 C 1.41 1.88 -1.59
4 C 1.50 2.97 -0.71
5 C 2.16 2.47 0.40
6 N 2.45 1.18 0.16
7 N 1.97 0.82 -1.03
8 B 3.23 0.18 1.04
9 N 4.01 -0.77 0.09
10 C 5.33 -0.99 0.04
11 C 5.60 -1.76 -1.07
12 C 4.36 -1.97 -1.67
13 C 4.04 -2.66 -2.95
14 N 3.42 -1.37 -0.95
15 N 2.21 -0.55 1.92
16 C 2.04 -0.54 3.25
17 C 0.93 -1.29 3.55
18 C 0.45 -1.74 2.31
19 C -0.73 -2.60 2.04
20 N 1.23 -1.26 1.35
21 N 4.26 0.93 1.87
22 C 5.09 1.92 1.45
23 C 6.06 2.10 2.40
24 C 5.76 1.15 3.40
25 C 6.49 0.86 4.66
26 N 4.68 0.47 3.05
27 H 0.21 2.67 -3.16
28 H 1.70 1.86 -3.68
29 H 0.34 0.89 -3.13
30 H 1.16 3.97 -0.86
31 H 2.45 2.95 1.31
32 H 6.02 -0.59 0.77
33 H 6.55 -2.12 -1.40
34 H 4.79 -3.41 -3.19
35 H 3.06 -3.13 -2.88
36 H 4.00 -1.93 -3.76
37 H 2.72 -0.03 3.90
38 H 0.51 -1.49 4.52
39 H -0.76 -3.43 2.74
40 H -1.65 -2.03 2.15
41 H -0.68 -3.00 1.02
42 H 4.94 2.41 0.51
43 H 6.87 2.80 2.40
44 H 6.98 1.75 5.03
45 H 5.80 0.47 5.40
46 H 7.25 0.10 4.48
47 F -1.98 5.20 -0.26
48 C -2.66 4.03 -0.29
49 C -1.93 2.86 -0.31
50 C -2.57 1.64 -0.46
51 C -1.75 0.41 -0.53
52 O -0.58 0.41 -0.18
53 C -2.50 -0.71 -1.04
54 C -3.85 -0.69 -1.10
55 N -4.60 0.40 -0.78
56 C -6.03 0.29 -0.67
57 C -6.65 0.49 0.69
58 C -6.61 -0.88 0.07
59 C -3.97 1.60 -0.56
60 C -4.70 2.80 -0.42
61 C -4.06 4.02 -0.29
62 N -4.85 5.18 -0.13
63 C -4.23 6.36 0.43
64 C -5.30 7.25 1.06
65 N -6.30 7.62 0.03
66 C -6.92 6.38 -0.52
67 C -5.83 5.51 -1.14
68 C -1.72 -1.97 -1.54
69 O -2.36 -3.01 -1.48
70 O -0.58 -1.70 -1.95
71 H -0.85 2.88 -0.23
72 H -4.39 -1.57 -1.42
73 H -6.56 0.66 -1.53
74 H -7.60 1.00 0.74
75 H -5.99 0.69 1.52
76 H -7.53 -1.30 -0.30
77 H -5.93 -1.60 0.49
78 H -5.77 2.76 -0.41
79 H -3.67 6.95 -0.32
80 H -3.53 6.06 1.21
81 H -4.84 8.15 1.47
82 H -5.81 6.72 1.86
83 H -5.82 8.12 -0.73
84 H -7.01 8.24 0.42
85 H -7.67 6.65 -1.27
86 H -7.40 5.86 0.30
87 H -5.38 6.06 -1.99
88 H -6.28 4.60 -1.54
89 O 2.34 -3.62 0.62
90 C 2.04 -4.11 -0.47
91 O 1.41 -3.57 -1.40
92 C 2.49 -5.54 -0.75
93 C 2.22 -6.12 -1.98
94 C 2.63 -7.42 -2.23
95 C 3.30 -8.16 -1.28
96 C 3.57 -7.57 -0.06
97 C 3.18 -6.26 0.22
98 N 4.29 -8.33 0.95
99 O 4.42 -7.83 2.04
100 O 4.72 -9.41 0.62
101 N 2.35 -8.01 -3.53
102 O 2.54 -9.20 -3.65
103 O 1.96 -7.27 -4.40
104 H 1.69 -5.56 -2.73
105 H 3.62 -9.17 -1.49
106 H 3.41 -5.81 1.17

Winner for stability: one

one | ORCA calculation (ωB97M-V/def2-TZVPD) on C4H3Br in the gas phase.

The HOMO-LUMO gap is 9.72 eV. For the HOMO energy, the calculation gives -0.3524 hartree. Its structure (SMILES) is C#CC(=C)Br.

Positions of all 8 atoms, in Å:
1 C 0.95 -0.63 1.81
2 C 0.51 -0.26 0.75
3 C -0.03 0.30 -0.42
4 C -1.05 -0.08 -1.16
5 Br 0.87 2.08 -0.78
6 H 1.63 -0.92 2.55
7 H -1.22 0.42 -2.07
8 H -1.66 -0.91 -0.68

two | ORCA calculation (ωB97M-V/def2-TZVPD) on 2 unconnected molecules or ions with the total composition C4H3Br.

The HOMO-LUMO gap is 10.37 eV. For the HOMO energy, the calculation gives -0.3604 hartree. Its structure (SMILES) is C#CC#C.Br.

Positions of all 8 atoms, in Å:
1 C -0.08 0.20 0.01
2 C -1.21 0.31 -0.38
3 C -2.55 0.41 -0.78
4 C -3.76 0.57 -0.78
5 H 0.92 -0.17 0.37
6 H -4.70 0.82 -1.11
7 Br 3.92 -0.19 -0.17
8 H 3.54 0.23 -1.51

Winner for stability: one

one | ORCA calculation (ωB97M-V/def2-TZVPD) on 3 unconnected molecules or ions with the total composition C3H11O3.

As for the total charge: -1. The HOMO-LUMO gap is 7.94 eV. For the HOMO energy, the calculation gives -0.1448 hartree.

Positions of all 17 atoms, in Å:
1 C 0.38 -0.23 -0.21
2 O -0.09 -0.91 0.88
3 C -0.68 0.39 -1.10
4 C -0.10 1.35 -2.20
5 H 1.08 -0.87 -0.80
6 H 1.03 0.62 0.11
7 H -1.36 0.91 -0.40
8 H -1.32 -0.28 -1.68
9 H 0.96 1.13 -2.24
10 H -0.09 2.35 -1.74
11 H -0.68 1.27 -3.10
12 H 2.46 -1.58 2.14
13 H 1.03 -1.89 1.26
14 O 1.93 -2.19 1.64
15 H -1.14 -0.42 1.89
16 H -1.50 0.57 3.00
17 O -1.90 -0.21 2.54

two | ORCA calculation (ωB97M-V/def2-TZVPD) on 3 unconnected molecules or ions with the total composition C3H11O3.

As for the total charge: -1. The HOMO-LUMO gap is 7.82 eV. For the HOMO energy, the calculation gives -0.1413 hartree.

Positions of all 17 atoms, in Å:
1 C 0.30 0.49 -0.37
2 O -0.37 -0.53 0.26
3 C -0.65 1.38 -1.22
4 C -0.01 2.72 -1.57
5 H 1.10 0.13 -1.07
6 H 0.79 1.16 0.37
7 H -1.54 1.53 -0.61
8 H -0.86 0.79 -2.11
9 H -0.52 3.28 -2.33
10 H 1.03 2.56 -1.89
11 H 0.02 3.36 -0.68
12 H -0.19 -3.34 0.19
13 H 0.43 -2.05 -0.30
14 O 0.58 -3.03 -0.29
15 H -0.25 -0.57 1.75
16 H 0.59 0.02 2.87
17 O -0.07 -0.68 2.78

Winner for stability: two

one | ORCA calculation (ωB97M-V/def2-TZVPD) on C4H2N2S in the gas phase.

The HOMO-LUMO gap is 8.56 eV. For the HOMO energy, the calculation gives -0.3401 hartree. Its structure (SMILES) is C#C/N=C\N=C=S.

Positions of all 9 atoms, in Å:
1 C 1.30 1.84 -0.03
2 C 1.15 0.61 0.15
3 N 1.32 -0.69 0.00
4 C 0.30 -1.43 -0.08
5 N -0.99 -1.16 0.09
6 C -1.79 -0.26 0.13
7 S -3.06 0.66 -0.07
8 H 1.34 2.81 0.21
9 H 0.42 -2.38 -0.40

two | ORCA calculation (ωB97M-V/def2-TZVPD) on C4H2N2S in the gas phase.

The HOMO-LUMO gap is 8.88 eV. For the HOMO energy, the calculation gives -0.3554 hartree. Its structure (SMILES) is C#C/C(C#N)=N\S.

Positions of all 9 atoms, in Å:
1 C 2.33 -0.90 0.28
2 C 1.21 -0.70 -0.09
3 C -0.16 -0.33 -0.38
4 C -0.81 -1.07 -1.43
5 N -1.30 -1.69 -2.27
6 N -0.88 0.60 0.15
7 S -0.14 1.54 1.39
8 H 3.22 -1.34 0.64
9 H -1.21 2.31 1.66

three | ORCA calculation (ωB97M-V/def2-TZVPD) on C4H2N2S in the gas phase.

The HOMO-LUMO gap (alpha / beta) is 6.35 / 6.36 eV. For the HOMO energy (alpha / beta), the calculation gives -0.3110 / -0.3112 hartree. Its structure (SMILES) is S=C1C=C=NC=N1.

Positions of all 9 atoms, in Å:
1 S 1.40 2.05 -0.86
2 C 0.70 0.45 -0.50
3 C 1.21 -0.50 0.62
4 C 0.01 -0.64 1.11
5 N -1.20 -0.61 0.95
6 C -1.41 -0.28 -0.34
7 N -0.48 0.32 -1.07
8 H 2.18 -0.39 0.90
9 H -2.41 -0.41 -0.81

Winner for stability: two